DFT (ωB97M-V/def2-TZVPD) results for a cluster of 2 separate species, C4H11NO2 in total at a distorted geometry.

Computed properties:
HOMO-LUMO gap (spin up / spin down): 7.242 / 6.575 eV
molar mass: 105.14 g/mol
spin multiplicity: 1
ΔE to the lowest compared entry with this formula, charge and spin: 587.5 kJ/mol
charge: 0
lowest unoccupied orbital energy (spin up / spin down): -1.348 / -1.766 eV

```
18
Properties=species:S:1:pos:R:3:mulliken_charge:R:1
H -0.5351 1.8790 0.3110 0.32
H 1.6111 -2.0086 1.4180 0.32
H -1.4458 -1.0606 -0.2398 0.37
H -2.1081 1.1433 0.2425 0.45
H -0.1032 -1.6678 1.7972 0.32
C -0.5871 0.1367 -1.8330 -1.48
C 0.8057 -1.2784 1.3411 -0.92
C -1.0794 0.9724 0.5486 -1.33
H 1.3950 -0.5037 -0.4662 0.36
H 0.1886 0.8952 -1.9325 0.34
O 1.7086 1.5905 0.7033 -0.08
N 0.5759 -0.9692 -0.0380 -0.35
O 2.0600 0.9572 -0.3418 -0.10
H -0.3464 -0.6956 -2.4920 0.37
H -1.0630 0.7547 1.6115 0.36
H 1.1088 -0.3697 1.8958 0.29
C -0.6426 -0.3300 -0.3902 0.37
H -1.5432 0.5546 -2.1355 0.40
```



DFT (ωB97M-V/def2-TZVPD) results for a cluster of 2 separate species, C4H11NO2 in total at a distorted geometry.

Computed properties:
HOMO-LUMO gap: 10.040 eV
molar mass: 105.14 g/mol
spin multiplicity: 1
ΔE to the lowest compared entry with this formula, charge and spin: 44.8 kJ/mol
charge: 0
lowest unoccupied orbital energy: 0.424 eV

```
18
Properties=species:S:1:pos:R:3:mulliken_charge:R:1
H -0.3213 -2.6896 1.2564 0.29
H 1.3696 0.0872 2.4396 0.32
O 0.8348 2.5551 -0.2278 -0.62
O -0.9542 -3.0129 0.6283 -0.62
H -0.5812 -1.1549 -1.2158 0.25
H -0.5568 -0.6469 -2.8820 0.34
C -0.1854 -0.3960 -1.8939 -1.07
H 1.6940 1.6761 1.7913 0.34
H -1.6408 1.0390 -1.1421 0.28
H -0.4447 1.7422 -2.2539 0.27
N 0.1668 0.6482 0.8152 -0.08
H -0.0487 -0.3137 0.6977 0.18
C 0.9014 0.9786 2.0344 -0.96
C 0.2339 1.5075 -0.2678 0.53
H -0.9970 -3.9818 0.7403 0.31
H 0.2236 1.3877 2.7798 0.26
H 0.9015 -0.4531 -1.8514 0.33
C -0.5955 1.0272 -1.4481 -0.37
```



DFT (ωB97M-V/def2-TZVPD) results for a cluster of 2 separate species, C4H11NO2 in total.

Computed properties:
HOMO-LUMO gap: 10.506 eV
molar mass: 105.14 g/mol
spin multiplicity: 1
ΔE to the lowest compared entry with this formula, charge and spin: 80.7 kJ/mol
charge: 0
lowest unoccupied orbital energy: 0.713 eV

```
18
Properties=species:S:1:pos:R:3:mulliken_charge:R:1
H -1.4750 -0.2047 -0.1238 0.31
O 1.1769 2.5684 0.4708 -0.62
C 1.0544 1.4784 -1.6579 -0.94
H 0.6513 0.5402 -2.0492 0.28
N 0.6678 0.3290 0.4385 -0.27
H 0.7831 -0.5081 -0.1210 0.32
H -2.2386 -2.0871 0.7728 0.25
H -2.4318 -2.7748 -0.8617 0.25
O -1.8292 -0.8157 -0.7966 -0.52
H -0.7976 -2.4919 -0.2094 0.23
C -1.8233 -2.1162 -0.2376 -0.55
H 0.4704 2.3024 -2.0769 0.29
H 0.2353 1.0827 2.3425 0.31
C 0.6750 0.1975 1.8749 -0.91
H 0.0976 -0.6900 2.1439 0.29
H 1.7089 0.0829 2.2104 0.33
C 0.9756 1.5359 -0.1548 0.67
H 2.0993 1.5712 -1.9650 0.28
```



DFT (ωB97M-V/def2-TZVPD) results for a cluster of 3 separate species, C4H11NO2 in total at a distorted geometry.

Computed properties:
HOMO-LUMO gap: 8.886 eV
molar mass: 105.14 g/mol
spin multiplicity: 1
ΔE to the lowest compared entry with this formula, charge and spin: 217.4 kJ/mol
charge: 0
lowest unoccupied orbital energy: 0.654 eV

```
18
Properties=species:S:1:pos:R:3:mulliken_charge:R:1
C 1.3238 1.1798 0.1566 -0.21
H -1.4140 0.9699 -1.2541 0.33
H -2.7851 1.1970 -0.6808 0.32
C 0.7696 -0.1900 0.4063 0.98
N 0.1817 -0.3195 1.6449 -0.49
H 0.5497 -2.1718 -0.2815 0.20
H 1.8047 -1.2833 -1.1900 0.28
H 2.0575 1.1003 -1.8716 0.25
H 1.0108 1.8641 0.9360 0.10
H -1.8813 -1.6695 0.7285 0.30
O -2.5589 -1.8975 0.0755 -0.62
C 1.9299 1.6359 -0.9333 -0.78
C 1.1107 -1.2484 -0.3544 -0.95
O -2.0534 1.6771 -1.0933 -0.65
H 0.2226 0.4843 2.2465 0.16
H 2.2146 2.6933 -0.9612 0.24
H -2.7394 -2.8144 0.3181 0.30
H 0.2564 -1.2074 2.1078 0.25
```



DFT (ωB97M-V/def2-TZVPD) results for a cluster of 2 separate species, C4H11NO2 in total at a distorted geometry.

Computed properties:
HOMO-LUMO gap: 10.454 eV
molar mass: 105.14 g/mol
spin multiplicity: 1
ΔE to the lowest compared entry with this formula, charge and spin: 47.0 kJ/mol
charge: 0
lowest unoccupied orbital energy: 0.698 eV

```
18
Properties=species:S:1:pos:R:3:mulliken_charge:R:1
C 0.7018 0.5506 1.6156 -0.31
C -0.1375 0.6852 0.3592 0.58
H -2.7626 0.3756 -0.3843 0.31
H 0.8363 -2.2253 -1.6432 0.32
H 2.5243 1.4988 2.4703 0.38
N -0.8423 -0.4188 -0.0078 -0.23
H -1.8524 -0.1232 -1.8553 0.26
H -0.9122 -1.1554 0.6018 0.25
C -2.0669 -0.3395 -0.8098 -0.94
H 2.4196 1.4426 0.7795 0.30
O -0.2307 1.7306 -0.2593 -0.62
H 1.4088 2.5851 1.5877 0.28
H 0.6214 -2.9658 -2.9825 0.32
O 0.5299 -3.0534 -2.0247 -0.65
H 1.0695 -0.4815 1.6393 0.31
H -2.5078 -1.3343 -0.8184 0.37
C 1.8035 1.5785 1.6783 -1.21
H 0.0084 0.6359 2.4445 0.28
```



DFT (ωB97M-V/def2-TZVPD) results for a cluster of 3 separate species, C4H11NO2 in total at a distorted geometry.

Computed properties:
HOMO-LUMO gap: 8.879 eV
molar mass: 105.14 g/mol
spin multiplicity: 1
ΔE to the lowest compared entry with this formula, charge and spin: 247.4 kJ/mol
charge: 0
lowest unoccupied orbital energy: 0.604 eV

```
18
Properties=species:S:1:pos:R:3:mulliken_charge:R:1
H 0.9063 -1.3555 -2.3796 0.22
N -1.4745 1.4510 0.1610 -0.53
H -0.2652 -2.0543 0.8691 0.38
H 1.7612 1.7660 -0.7947 0.36
H 1.8092 -0.8380 -0.8770 0.34
H -2.2578 0.8581 -0.0662 0.24
H -0.2033 -0.0008 1.7456 0.31
C 0.9597 -0.6819 -1.5214 -0.67
O 0.5386 -0.4477 2.1724 -0.67
H 0.8025 2.6651 0.4870 0.28
H -1.8297 2.3816 -0.0098 0.24
C -0.2726 1.1745 -0.5404 0.61
O -0.6289 -2.8179 0.4396 -0.62
C 0.8264 1.8988 -0.2788 -0.99
C -0.2190 -0.0749 -1.2972 -0.38
H 0.8064 0.1698 2.8801 0.30
H -1.1655 -0.4901 -1.6299 0.28
H -0.0937 -3.6040 0.6402 0.31
```



DFT (ωB97M-V/def2-TZVPD) results for a cluster of 2 separate species, C4H11NO2 in total at a distorted geometry.

Computed properties:
HOMO-LUMO gap: 8.362 eV
molar mass: 105.14 g/mol
spin multiplicity: 1
ΔE to the lowest compared entry with this formula, charge and spin: 160.7 kJ/mol
charge: 0
lowest unoccupied orbital energy: 0.160 eV

```
18
Properties=species:S:1:pos:R:3:mulliken_charge:R:1
H 1.0422 0.5789 1.7211 0.31
C -1.9093 -0.2266 -0.2011 0.64
O -0.9666 0.3407 0.4134 -0.72
H 2.2237 1.6159 1.6938 0.34
H -3.5708 -1.3278 0.7054 0.28
H 0.4793 1.6519 -0.3139 0.37
O -2.3063 0.0401 -1.3524 -0.70
H 2.6159 -0.0349 1.1517 0.32
C 1.9037 0.7828 1.0640 -1.06
C -2.5285 -1.5223 0.4346 -0.97
N 1.0836 -0.0119 -1.1708 -0.23
H 0.9883 0.2918 -2.1357 0.37
H 0.1206 -0.2264 -0.8209 0.06
H 1.6368 -0.8703 -1.1678 0.35
H 2.2480 1.7358 -0.8034 0.35
C 1.4593 1.1851 -0.2941 -0.31
H -2.4869 -2.3032 -0.3117 0.28
H -2.0331 -1.6998 1.3877 0.30
```



DFT (ωB97M-V/def2-TZVPD) results for a cluster of 2 separate species, C4H11NO2 in total at a distorted geometry.

Computed properties:
HOMO-LUMO gap (spin up / spin down): 9.362 / 5.114 eV
molar mass: 105.14 g/mol
spin multiplicity: 2
ΔE to the lowest compared entry with this formula, charge and spin: 177.5 kJ/mol
charge: +1
lowest unoccupied orbital energy (spin up / spin down): -4.584 / -8.831 eV

```
18
Properties=species:S:1:pos:R:3:mulliken_charge:R:1
C -1.3645 1.1850 0.3140 -0.34
C -1.0195 2.4531 1.0055 -0.91
H 1.1312 -4.3731 -0.4629 0.29
H -1.1755 2.4097 2.0399 0.33
H 0.8964 -5.3765 -1.6143 0.34
H 1.3952 -0.2945 -1.2144 0.36
H 1.3358 1.4770 -0.9924 0.33
H -1.9546 1.3820 -0.6471 0.31
O 1.6244 -0.8239 0.8533 -0.34
O 1.5918 -4.9868 -1.0368 -0.62
H 0.1191 2.7460 0.8513 0.24
C 0.3937 -0.4715 0.9475 0.25
H -1.8518 0.3909 0.9049 0.34
N -0.1374 0.3383 -0.0335 0.17
H -0.3225 -0.6142 1.8181 0.32
C 0.7056 0.5438 -1.2497 -0.72
H 0.2118 0.6226 -2.2530 0.32
H -1.5790 3.3921 0.7696 0.34
```



ΔE to the lowest compared entry with this formula, charge and spin of number 7 (C4H11NO2)?
160.7 kJ/mol



spin multiplicity of number 6 (C4H11NO2)?
1



What did the sixth record say?
DFT (ωB97M-V/def2-TZVPD) results for a cluster of 3 separate species, C4H11NO2 in total at a distorted geometry.

Computed properties:
HOMO-LUMO gap: 8.879 eV
molar mass: 105.14 g/mol
spin multiplicity: 1
ΔE to the lowest compared entry with this formula, charge and spin: 247.4 kJ/mol
charge: 0
lowest unoccupied orbital energy: 0.604 eV

```
18
Properties=species:S:1:pos:R:3:mulliken_charge:R:1
H 0.9063 -1.3555 -2.3796 0.22
N -1.4745 1.4510 0.1610 -0.53
H -0.2652 -2.0543 0.8691 0.38
H 1.7612 1.7660 -0.7947 0.36
H 1.8092 -0.8380 -0.8770 0.34
H -2.2578 0.8581 -0.0662 0.24
H -0.2033 -0.0008 1.7456 0.31
C 0.9597 -0.6819 -1.5214 -0.67
O 0.5386 -0.4477 2.1724 -0.67
H 0.8025 2.6651 0.4870 0.28
H -1.8297 2.3816 -0.0098 0.24
C -0.2726 1.1745 -0.5404 0.61
O -0.6289 -2.8179 0.4396 -0.62
C 0.8264 1.8988 -0.2788 -0.99
C -0.2190 -0.0749 -1.2972 -0.38
H 0.8064 0.1698 2.8801 0.30
H -1.1655 -0.4901 -1.6299 0.28
H -0.0937 -3.6040 0.6402 0.31
```